Entry 1:
Density functional theory data (wB97M-V/def2-TZVPD) for a structure of composition C5H6FInO4.

Values from the calculation:
- E_HOMO (spin up / spin down) (eV) = -21.776 / -21.748
- spin multiplicity = 2
- Kohn-Sham gap (spin up / spin down) (eV) = 2.91 / 2.88
- LUMO (spin up / spin down) (eV) = -18.869 / -18.866
- total charge = +3
- energy (Eh) = -783.5110

```
17
Properties=species:S:1:pos:R:3:forces:R:3
O 3.126 0.062 -0.850 2.7 0.5 -0.5
C 3.327 -0.824 0.005 -0.2 -2.4 2.6
H 4.314 -0.859 0.488 0.0 0.3 -0.1
H 0.247 -0.601 0.481 -2.4 1.7 -1.3
C 2.345 -1.794 0.372 1.7 -0.9 -0.8
H 1.750 -2.202 -0.447 -0.6 0.1 0.3
H 2.590 -2.458 1.204 -0.4 0.2 0.2
C -0.641 -0.146 -0.227 -0.8 -5.9 3.6
C -1.906 0.535 0.244 -0.3 0.1 -0.2
O -2.899 -0.057 -0.596 0.6 1.0 0.4
C -2.394 -1.067 -1.289 -3.5 -2.1 -1.5
O -1.043 -1.175 -1.011 2.6 1.3 0.6
O -2.974 -1.842 -1.974 1.2 1.2 0.9
F 0.112 0.772 -1.091 -1.9 2.5 -1.3
H -1.880 1.617 0.091 -0.2 0.0 0.2
H -2.120 0.296 1.291 0.1 0.1 0.0
In 1.825 1.014 -1.718 1.2 2.2 -3.1
```
Positions in Å, forces in eV/Å.

Entry 2:
Density functional theory data (wB97M-V/def2-TZVPD) for a cluster of 2 separate species, C5H6I2N2 in total.

Values from the calculation:
- E_HOMO (spin up / spin down) (eV) = -8.240 / -7.624
- spin multiplicity = 1
- Kohn-Sham gap (spin up / spin down) (eV) = 7.69 / 7.29
- LUMO (spin up / spin down) (eV) = -0.555 / -0.338
- energy relative to the best compared isomer or geometry (same formula, charge and spin) (kcal per mole) = 71.91
- energy (Eh) = -898.8528

```
15
Properties=species:S:1:pos:R:3:forces:R:3
C 0.932 -1.405 -1.260 1.6 0.2 0.5
C 0.609 -0.171 -0.776 -0.8 0.8 -2.4
C 1.419 -1.466 0.902 -1.6 2.5 -5.1
C -2.567 1.111 -0.698 -2.4 0.1 -0.3
C 0.627 0.858 1.461 0.2 0.5 1.5
N 1.464 -2.122 -0.229 0.5 -1.7 1.5
N 0.916 -0.141 0.570 -0.1 -0.6 0.2
I -2.675 -0.623 0.401 0.1 0.5 -0.2
I 0.441 2.874 0.933 0.1 -0.6 0.0
H 1.173 -1.761 -2.282 -1.0 0.4 0.8
H 0.166 0.606 -1.501 0.9 -0.8 2.2
H 1.859 -1.676 1.797 0.8 -0.6 2.2
H -1.670 1.672 -0.837 0.4 0.0 0.1
H -3.576 1.522 -1.025 1.7 -0.6 0.5
H 0.883 0.720 2.544 -0.2 -0.1 -1.4
```
Positions in Å, forces in eV/Å.

Entry 3:
Density functional theory data (wB97M-V/def2-TZVPD) for an isolated molecule of C5H6INO.

Values from the calculation:
- E_HOMO (spin up / spin down) (eV) = -6.546 / -8.269
- spin multiplicity = 1
- Kohn-Sham gap (spin up / spin down) (eV) = 5.58 / 8.79
- LUMO (spin up / spin down) (eV) = -0.963 / 0.519
- energy relative to the best compared isomer or geometry (same formula, charge and spin) (kcal per mole) = 155.16
- energy (Eh) = -621.5575

```
14
Properties=species:S:1:pos:R:3:forces:R:3
C -0.120 -0.176 1.608 2.1 1.1 1.1
C 1.180 -0.385 1.728 -2.9 0.4 -1.4
C 0.432 -0.073 -1.250 2.4 -0.7 -0.6
C -0.687 0.257 -0.739 -2.9 1.2 1.6
C -2.052 0.630 -1.399 2.1 -2.3 1.7
N 2.415 -0.763 1.607 3.3 1.0 0.3
O -0.929 0.350 0.628 -0.2 -0.5 0.0
I 1.231 -0.340 -3.103 -0.2 0.0 0.3
H -0.558 0.034 2.573 -1.0 -0.4 0.1
H -1.702 0.378 -2.404 -1.6 0.8 -0.5
H -2.699 -0.155 -0.890 0.3 1.0 -1.3
H -2.337 1.616 -1.018 0.0 -0.1 -0.9
H 3.135 -0.005 1.815 -1.3 -1.6 -0.4
H 2.692 -1.367 0.845 0.0 0.0 0.0
```
Positions in Å, forces in eV/Å.

Entry 4:
Density functional theory data (wB97M-V/def2-TZVPD) for an isolated molecule of C5H6INO2.

Values from the calculation:
- E_HOMO (eV) = -7.282
- SMILES string = Oc1ccc(O)n1CI
- spin multiplicity = 1
- Kohn-Sham gap (eV) = 7.68
- LUMO (eV) = 0.402
- energy relative to the best compared isomer or geometry (same formula, charge and spin) (kcal per mole) = 67.07
- energy (Eh) = -696.9543

```
15
Properties=species:S:1:pos:R:3:forces:R:3
C -0.450 0.696 1.299 0.4 0.9 -2.2
C 0.006 1.531 0.234 1.8 3.7 0.4
C -0.549 -0.535 0.826 0.7 0.2 -2.1
C 0.259 0.764 -0.847 -0.5 0.1 -0.1
C -0.085 -2.032 -1.422 -2.0 6.3 -0.1
N -0.083 -0.528 -0.519 -0.4 -4.9 -0.8
O -1.012 -1.623 1.435 -0.3 -1.6 0.4
O 0.675 1.085 -2.101 0.2 1.5 -0.8
I -2.110 -2.488 -1.657 -0.4 -0.2 -0.4
H -0.392 0.882 2.284 -0.4 1.0 3.3
H 0.388 2.665 0.301 -1.2 -2.8 -0.1
H 0.325 -2.803 -0.938 1.8 -2.3 2.5
H 0.390 -1.871 -2.373 0.0 0.5 -0.2
H -1.606 -1.387 2.172 0.5 0.1 -0.7
H 0.681 2.089 -2.282 -0.2 -2.5 1.0
```
Positions in Å, forces in eV/Å.

Entry 5:
Density functional theory data (wB97M-V/def2-TZVPD) for an isolated molecule of C5H6INOS.

Values from the calculation:
- E_HOMO (eV) = -9.029
- SMILES string = C[C@](S)(I)c1ncco1
- spin multiplicity = 1
- Kohn-Sham gap (eV) = 8.72
- LUMO (eV) = -0.305
- energy relative to the best compared isomer or geometry (same formula, charge and spin) (kcal per mole) = 0.00
- energy (Eh) = -1019.9523

```
15
Properties=species:S:1:pos:R:3:forces:R:3
C 2.333 0.628 -0.928 2.3 1.5 0.7
C 2.146 1.054 0.359 2.2 0.7 0.1
C 0.499 -0.150 -0.289 0.2 0.6 0.5
C -1.731 0.156 0.686 -0.8 2.0 1.3
C -0.783 -0.803 -0.083 -1.7 -0.1 0.7
N 1.262 -0.065 -1.307 -1.1 -1.9 -1.7
O 0.975 0.544 0.763 -0.2 0.2 1.0
S -1.525 -1.381 -1.634 -1.1 0.3 1.1
I -0.449 -2.582 1.289 0.0 0.6 -0.4
H 3.229 0.741 -1.569 -0.9 0.1 0.5
H 2.816 1.652 1.069 -1.5 -1.1 -1.1
H -2.825 -0.166 0.825 2.0 -0.3 0.4
H -1.237 0.682 1.607 -1.0 -2.0 -1.1
H -1.939 1.122 0.193 0.5 -0.5 -1.1
H -2.771 -1.431 -0.981 1.2 -0.2 -1.0
```
Positions in Å, forces in eV/Å.

Entry 6:
Density functional theory data (wB97M-V/def2-TZVPD) for a structure of composition C5H6LiO4Y.

Values from the calculation:
- E_HOMO (spin up / spin down) (eV) = -19.297 / -19.297
- spin multiplicity = 2
- Kohn-Sham gap (spin up / spin down) (eV) = 6.19 / 6.28
- LUMO (spin up / spin down) (eV) = -13.103 / -13.019
- energy relative to the best compared isomer or geometry (same formula, charge and spin) (kcal per mole) = 15.42
- total charge = +3
- energy (Eh) = -539.7667

```
17
Properties=species:S:1:pos:R:3:forces:R:3
O 3.394 0.517 0.655 -0.8 0.2 0.6
C 2.220 0.715 0.886 1.3 -0.2 -2.0
O 1.529 0.629 1.900 -1.2 -1.0 2.5
O 1.460 0.946 -0.366 -0.2 -0.2 -0.1
C 0.187 1.064 -0.325 -0.2 -1.3 1.5
C -0.706 0.615 -1.345 -1.3 -0.4 -0.9
Li 4.953 -0.044 1.470 0.6 0.2 -0.4
H -0.240 1.343 0.649 0.1 0.2 -0.3
H -0.252 0.653 -2.340 0.0 -0.4 0.1
H -1.561 1.314 -1.314 0.0 -0.4 -0.1
Y 0.933 -0.678 3.814 -0.1 0.7 -0.8
C -1.352 -0.993 -1.086 1.8 0.1 -1.1
C -2.552 -1.119 -0.217 0.0 2.8 2.4
O -2.462 -1.475 0.945 0.2 -0.4 -1.1
H -0.548 -1.638 -0.715 0.0 0.3 0.0
H -3.413 -0.484 -0.517 -0.3 -1.0 -0.3
H -1.591 -1.365 -2.093 0.2 0.6 0.0
```
Positions in Å, forces in eV/Å.

Entry 7:
Density functional theory data (wB97M-V/def2-TZVPD) for the ion C5H6N with charge +1.

Values from the calculation:
- E_HOMO (spin up / spin down) (eV) = -14.409 / -14.158
- spin multiplicity = 1
- Kohn-Sham gap (spin up / spin down) (eV) = 6.67 / 6.50
- LUMO (spin up / spin down) (eV) = -7.738 / -7.654
- energy relative to the best compared isomer or geometry (same formula, charge and spin) (kcal per mole) = 125.96
- total charge = +1
- energy (Eh) = -248.4150

```
12
Properties=species:S:1:pos:R:3:forces:R:3
C 2.579 -0.012 0.002 -1.3 0.4 0.0
C 3.839 -0.329 0.008 -4.4 1.2 0.0
C -0.017 0.671 -0.005 2.7 -0.8 0.0
C -0.969 -0.307 -0.020 0.7 0.0 0.0
C -2.396 -0.039 0.006 -0.6 0.0 0.0
N 1.349 0.329 -0.009 2.1 -0.9 0.0
H 4.840 -0.657 0.020 0.7 -0.2 0.0
H -0.209 1.734 0.011 -0.1 0.0 0.1
H -0.650 -1.343 -0.048 0.1 0.0 0.0
H -2.851 -0.570 0.851 0.1 0.1 0.0
H -2.873 -0.496 -0.869 0.1 0.1 0.0
H -2.642 1.018 0.052 0.0 0.0 0.0
```
Positions in Å, forces in eV/Å.

Entry 8:
Density functional theory data (wB97M-V/def2-TZVPD) for the ion C5H6N with charge +1.

Values from the calculation:
- E_HOMO (spin up / spin down) (eV) = -13.194 / -13.196
- spin multiplicity = 1
- Kohn-Sham gap (spin up / spin down) (eV) = 6.87 / 6.87
- LUMO (spin up / spin down) (eV) = -6.323 / -6.323
- energy relative to the best compared isomer or geometry (same formula, charge and spin) (kcal per mole) = 233.45
- total charge = +1
- energy (Eh) = -248.2437

```
12
Properties=species:S:1:pos:R:3:forces:R:3
C 2.179 -2.702 -0.414 0.2 0.0 0.2
C 2.524 -3.908 -0.767 0.0 0.3 -0.1
C 1.917 -1.698 0.328 -4.8 2.1 3.0
C 0.434 -0.922 1.126 3.5 -0.7 -4.7
C 0.065 0.437 0.628 -1.1 -3.0 -2.0
N -0.022 0.184 -0.989 -1.5 -0.7 -0.1
H 0.147 -1.058 2.103 0.4 -1.0 2.6
H 0.798 1.158 0.671 1.6 1.8 0.3
H -0.889 0.805 1.035 0.3 -0.3 -0.3
H 0.821 -0.421 -1.138 -0.4 1.2 -0.4
H -0.056 1.116 -1.519 0.2 -2.0 0.5
H -0.813 -0.537 -1.317 1.6 2.4 1.1
```
Positions in Å, forces in eV/Å.

no.,molar mass (g/mol)
1,263.91
2,347.92
3,223.01
4,239.01
5,255.08
6,225.95
7,80.11
8,80.11